Entry 1:
C4H12NO3 | ωB97M-V/def2-TZVPD

Structure (ORCA input):
```
! wB97M-V def2-TZVPD RIJCOSX def2/J DEFGRID3
* xyz 1 1
O 0.43 2.01 -0.11
C 0.80 0.93 -0.83
C -0.01 -0.29 -0.43
N -0.79 -0.06 0.83
C -0.31 -0.88 2.00
C 0.84 -0.26 2.78
O 1.61 0.97 -1.71
H 0.87 2.79 -0.45
H 0.63 -1.16 -0.28
H -0.61 -0.59 -1.30
H -1.74 -0.37 0.65
H -0.80 0.95 0.97
H -1.17 -1.01 2.66
H -0.08 -1.86 1.59
H 1.67 -0.92 2.99
H 1.25 0.59 2.23
H 0.50 0.15 3.72
H -1.45 -2.11 -3.13
H -2.76 -2.06 -2.43
O -1.85 -1.88 -2.26
*
```

Results
maximum force: 0.0314 hartree/bohr
HOMO-LUMO gap: 11.8076 eV
relative energy (zero: lowest compared OMol25 entry of this formula, charge and spin): 0.6674 eV

Entry 2:
C34H95N7O13 | ωB97M-V/def2-TZVPD

Structure (ORCA input):
```
! wB97M-V def2-TZVPD RIJCOSX def2/J DEFGRID3
* xyz 0 1
C -0.55 -2.34 -5.02
O -0.94 -1.88 -3.77
C -2.05 -2.59 -3.21
C -3.44 -2.18 -3.68
C -3.54 -0.69 -3.63
N -4.34 -2.98 -2.80
H -0.41 -3.43 -4.92
H 0.26 -1.71 -5.39
H -1.35 -2.20 -5.73
H -1.90 -3.71 -3.48
H -1.83 -2.37 -2.16
H -3.48 -2.49 -4.70
H -4.55 -0.23 -3.69
H -2.84 -0.28 -4.37
H -3.31 -0.34 -2.63
H -5.22 -2.75 -3.21
H -4.32 -2.52 -1.89
C 0.70 0.76 -7.26
O -0.18 1.13 -6.22
C 0.46 1.37 -5.03
C -0.51 1.91 -4.01
C -1.05 3.22 -4.58
N 0.23 2.10 -2.76
H 0.12 0.93 -8.16
H 1.09 -0.26 -7.19
H 1.53 1.45 -7.35
H 0.90 0.45 -4.59
H 1.27 2.07 -5.18
H -1.33 1.16 -3.98
H -0.41 4.01 -4.27
H -2.08 3.50 -4.26
H -1.09 3.20 -5.67
H 0.61 1.24 -2.49
H -0.37 2.48 -2.03
C -0.13 4.13 5.85
O 0.12 4.54 4.51
C 0.63 5.89 4.49
C 1.03 6.25 3.13
C 2.04 5.28 2.51
N 1.38 7.62 3.17
H 0.80 4.26 6.50
H -0.37 3.06 5.78
H -1.01 4.54 6.40
H -0.12 6.57 4.77
H 1.46 5.95 5.17
H 0.17 6.22 2.47
H 2.22 5.53 1.44
H 1.67 4.27 2.58
H 2.99 5.21 3.08
H 2.24 7.83 3.65
H 1.52 8.06 2.28
C -2.78 2.04 -0.59
O -1.90 3.08 -0.23
C -2.36 4.36 -0.48
C -1.39 5.33 0.16
C -1.90 6.76 -0.08
N -0.01 5.25 -0.32
H -3.15 2.27 -1.62
H -3.58 1.96 0.14
H -2.22 1.13 -0.55
H -2.57 4.44 -1.53
H -3.29 4.58 -0.05
H -1.41 5.10 1.23
H -1.72 7.01 -1.14
H -1.26 7.51 0.40
H -2.99 6.82 0.05
H -0.03 5.32 -1.34
H 0.30 4.30 -0.23
C 3.54 -2.64 2.95
O 4.64 -1.73 3.11
C 4.88 -1.07 1.96
C 5.83 0.10 2.32
C 4.97 1.20 2.88
N 6.37 0.51 0.99
H 3.69 -3.45 2.23
H 2.73 -2.02 2.55
H 3.37 -3.08 3.92
H 5.27 -1.75 1.15
H 4.01 -0.58 1.42
H 6.61 -0.20 3.03
H 4.19 1.36 2.10
H 5.42 2.19 3.07
H 4.49 0.81 3.81
H 6.98 -0.20 0.67
H 6.93 1.38 1.05
C -1.20 -8.58 -1.03
O -0.59 -7.54 -0.31
C -1.08 -7.55 0.97
C -0.66 -6.24 1.67
C 0.82 -6.31 1.97
N -1.37 -5.96 2.94
H -2.26 -8.36 -1.30
H -1.26 -9.46 -0.46
H -0.55 -8.75 -1.84
H -2.19 -7.56 1.00
H -0.83 -8.43 1.58
H -0.87 -5.35 0.98
H 1.43 -6.27 1.11
H 1.03 -7.25 2.41
H 1.08 -5.56 2.70
H -2.33 -5.92 2.80
H -1.17 -6.66 3.63
C 0.10 1.62 2.40
O 0.03 0.44 1.65
C 0.68 0.43 0.45
C 0.35 -0.80 -0.47
C 0.64 -2.10 0.20
N 1.09 -0.56 -1.70
H 1.11 1.76 2.83
H -0.61 1.53 3.27
H -0.17 2.49 1.77
H 0.44 1.38 -0.12
H 1.79 0.40 0.59
H -0.70 -0.78 -0.71
H 1.64 -2.17 0.62
H 0.58 -2.97 -0.41
H -0.03 -2.23 1.02
H 0.81 -1.23 -2.42
H 2.07 -0.47 -1.54
O 4.17 0.64 -0.92
C 3.72 1.97 -1.14
C 3.57 2.21 -2.70
O 2.89 3.32 -3.16
H 4.81 0.63 -0.18
H 2.72 2.11 -0.75
H 4.40 2.65 -0.57
H 3.10 1.30 -3.13
H 4.61 2.29 -2.99
H 1.91 3.16 -3.00
O -4.63 -5.15 -0.56
C -3.74 -4.45 0.29
C -4.32 -3.26 1.09
O -4.17 -2.12 0.23
H -4.57 -4.77 -1.45
H -3.59 -5.18 1.11
H -2.78 -4.20 -0.16
H -3.86 -3.08 2.01
H -5.45 -3.40 1.14
H -3.78 -1.39 0.73
O -1.43 -2.79 5.12
C -1.50 -2.46 3.71
C -2.25 -1.14 3.53
O -2.37 -0.79 2.13
H -0.54 -2.98 5.38
H -0.47 -2.35 3.25
H -2.05 -3.24 3.20
H -1.76 -0.40 4.12
H -3.24 -1.22 3.90
H -1.60 -0.23 2.03
*
```

Results
maximum force: 0.0802 hartree/bohr
HOMO-LUMO gap: 9.4569 eV
SMILES string: COC[C@H](C)N.COC[C@H](C)N.COC[C@H](C)N.COC[C@H](C)N.COC[C@H](C)N.COC[C@H](C)N.COC[C@H](C)N.OCCO.OCCO.OCCO
relative energy (zero: lowest compared OMol25 entry of this formula, charge and spin): 1.7771 eV

Entry 3:
C4H11NO2 | ωB97M-V/def2-TZVPD

Structure (ORCA input):
```
! wB97M-V def2-TZVPD RIJCOSX def2/J DEFGRID3
* xyz 0 1
H 2.09 0.99 -1.42
N 2.46 0.73 -0.51
C 2.17 -0.43 -0.12
C 1.33 -1.46 -0.81
O 2.63 -0.84 1.07
H 1.49 -2.43 -0.36
H 1.56 -1.49 -1.87
H 0.28 -1.18 -0.70
H 3.15 -0.12 1.46
C -2.79 -0.03 0.09
O -1.43 0.25 -0.13
C -0.97 1.37 0.59
H -3.42 0.81 -0.23
H -2.99 -0.23 1.15
H -3.03 -0.91 -0.50
H -1.09 1.22 1.67
H 0.08 1.49 0.35
H -1.52 2.27 0.29
*
```

Results
maximum force: 0.0134 hartree/bohr
HOMO-LUMO gap: 10.9157 eV
SMILES string: [H]/N=C(\C)O.COC
relative energy (zero: lowest compared OMol25 entry of this formula, charge and spin): 1.4450 eV

Number 3 is which compound?
C4H11NO2

Which value of HOMO-LUMO gap does entry 3 give?
10.9157 eV

Which of these has the lowest maximum force?
C4H11NO2